ORCA calculation (ωB97M-V/def2-TZVPD) on a structure of composition C34H59I2N12OPbSe in a non-equilibrium geometry.

**E_tot**: -142931.1451 eV
**HOMO-LUMO gap**: 6.464 eV
**HOMO energy**: -8.46 eV
**Net charge**: +1

Structure (XYZ):
```
110
Properties=species:S:1:pos:R:3:lowdin_charge:R:1
Pb -0.157 0.070 -0.461 1.366
I -5.187 -0.437 -6.460 0.842
I -1.446 3.858 -4.892 0.877
Se 0.807 -2.737 -0.170 0.677
O -1.489 1.901 -2.139 -0.264
N 2.935 -5.218 2.181 -0.136
N -2.358 4.233 1.414 -0.163
N -4.102 2.903 2.295 -0.154
N -1.976 1.972 2.082 0.064
N 2.709 2.753 -2.042 -0.127
N -0.416 -1.651 -2.324 -0.159
N 4.189 2.921 -0.268 -0.185
N 0.984 -0.008 2.405 -0.220
N 1.625 -3.282 1.478 -0.392
N 2.264 1.446 -0.163 -0.025
N -2.553 -0.977 -0.687 -0.165
N 0.746 -5.482 1.427 -0.147
C -4.293 0.103 -3.624 -0.155
C 2.832 0.566 0.793 -0.299
C 4.232 3.461 1.051 -0.077
C -3.393 0.500 -2.650 -0.154
C -1.914 -2.883 -3.729 0.000
C -1.298 4.450 0.435 -0.043
C 0.999 -1.344 2.965 -0.185
C -2.382 1.541 -2.995 -0.427
C 2.960 -6.334 3.125 -0.046
C -5.117 3.653 1.507 -0.058
C 2.265 0.624 2.203 -0.203
C -4.100 0.481 -4.962 -0.775
C -1.583 -2.320 -2.493 -0.272
C -3.111 1.457 -5.321 -0.256
C 1.729 -4.628 1.809 -0.331
C 0.935 -6.880 1.036 -0.027
C 0.515 -1.731 -3.293 -0.164
C 0.242 -2.180 -4.592 -0.034
C 2.108 -2.310 2.477 -0.189
C -2.828 5.441 2.067 -0.081
C -0.994 -2.784 -4.790 -0.033
C -3.508 0.036 -1.208 -0.167
C -0.130 0.777 2.981 -0.194
C 3.042 2.366 -0.802 -0.348
C 2.959 4.090 -2.609 -0.018
C -2.766 2.989 1.903 -0.374
C 4.267 -4.681 1.868 -0.032
C -0.673 -5.107 1.491 -0.065
C -4.485 1.683 3.006 -0.070
C -2.603 -2.311 -1.331 -0.136
C -2.415 2.105 -4.332 -0.672
C 1.714 2.045 -2.805 -0.078
C -0.564 2.004 2.223 -0.305
C 5.464 2.824 -0.954 -0.057
H -4.515 -0.400 -1.042 0.125
H 2.973 -1.771 2.193 0.083
H -0.694 -4.017 1.663 0.045
H 3.267 3.780 1.432 0.087
H 0.815 -7.527 1.926 0.095
H -1.984 6.048 2.430 0.090
H 3.384 -6.030 4.084 0.101
H 3.435 4.003 -3.586 0.093
H 0.978 -1.289 4.097 0.141
H 4.915 4.339 1.122 0.103
H 2.045 4.689 -2.688 0.097
H -4.685 4.021 0.567 0.088
H -3.422 6.092 1.384 0.094
H -2.892 -3.362 -3.863 0.127
H 1.930 -7.028 0.653 0.097
H 6.197 2.313 -0.305 0.093
H 4.606 -3.999 2.681 0.095
H 3.047 0.227 2.935 0.140
H 0.674 2.440 -2.695 0.066
H 1.994 2.121 -3.842 0.086
H -1.172 -5.325 0.532 0.092
H -1.214 3.644 -0.283 0.069
H -1.085 -5.665 2.309 0.090
H 2.647 -0.443 0.403 0.056
H 0.195 -7.132 0.290 0.094
H -2.401 -3.176 -0.672 0.111
H -1.301 -3.222 -5.766 0.130
H 3.694 4.626 -2.002 0.084
H 5.020 -5.502 1.842 0.102
H -2.715 -1.067 0.311 0.098
H 3.915 0.770 0.846 0.117
H -3.114 1.747 -6.377 0.074
H -4.368 0.767 2.407 0.075
H -1.618 5.351 -0.077 0.089
H 1.545 -1.431 -3.021 0.110
H -5.543 1.776 3.241 0.079
H 0.061 -1.812 2.716 0.092
H -5.592 4.515 2.056 0.096
H 3.583 -7.155 2.784 0.096
H 1.967 -6.736 3.223 0.066
H 0.138 1.052 4.040 0.135
H -0.007 2.131 1.301 0.032
H -0.252 2.928 2.827 0.143
H -3.382 0.934 -0.556 0.117
H 1.730 0.973 -2.616 0.048
H 1.021 -2.178 -5.363 0.118
H -3.608 -2.410 -1.794 0.125
H 5.447 2.270 -1.896 0.099
H 5.898 3.794 -1.144 0.078
H -0.321 4.607 0.916 0.084
H 4.265 -4.172 0.891 0.102
H -5.910 2.940 1.199 0.089
H 4.621 2.781 1.825 0.083
H -0.954 0.089 3.106 0.104
H 2.452 -2.958 3.291 0.120
H 2.246 1.719 2.483 0.130
H -3.480 5.159 2.920 0.094
H -5.199 -0.432 -3.417 0.087
H -3.960 1.626 3.959 0.085
```

ORCA calculation (ωB97M-V/def2-TZVPD) on a structure of composition C40H83Br2FO10Si2 in a non-equilibrium geometry.

**E_tot**: -221864.8234 eV
**HOMO-LUMO gap**: 9.956 eV
**HOMO energy**: -9.60 eV
**Energy above the lowest of the compared OMol25 structures with the same formula, charge and spin**: 34.83 kJ/mol

Structure (XYZ):
```
138
Properties=species:S:1:pos:R:3:lowdin_charge:R:1
Br -1.044 -4.278 -2.128 0.767
Br 1.447 -2.527 0.006 0.478
Si 0.779 -0.010 -2.498 0.503
Si -0.575 -1.548 -0.439 0.045
F -0.077 -1.108 -5.666 -0.053
O -1.172 -1.119 1.085 -0.169
O -5.913 1.818 2.716 0.100
O 4.214 -9.335 -3.566 0.106
O 3.881 -7.257 -2.944 0.002
O -11.454 2.625 3.992 -0.002
O -6.060 1.788 4.907 0.001
O -0.442 -0.110 -1.298 -0.268
O 7.073 -2.909 1.741 -0.001
O 6.251 -0.895 1.464 0.095
O -10.410 3.668 2.369 0.104
C 2.579 0.878 -0.337 -0.244
C -6.377 2.413 6.151 -0.239
C -11.319 3.666 3.153 -0.530
C 2.592 2.408 -0.068 -0.188
C 1.019 3.670 -4.441 -0.209
C 0.184 1.334 -3.719 -0.209
C 8.593 -0.603 -0.655 -0.123
C 5.322 2.206 -2.813 -0.210
C 7.480 1.520 -1.601 -0.202
C 6.413 -1.832 2.197 -0.527
C 4.647 2.379 -4.215 -0.197
C 7.469 -4.006 2.570 -0.232
C -0.213 -1.836 -4.504 -0.293
C -6.341 2.337 3.710 -0.521
C 2.271 -8.334 -4.467 0.009
C 3.616 3.542 -4.297 -0.188
C 3.539 -8.347 -3.651 -0.536
C 6.860 2.071 -2.939 -0.205
C 1.144 2.946 0.198 -0.200
C -7.804 2.128 6.569 -0.065
C -12.390 2.596 5.074 -0.237
C -1.924 -4.169 1.044 -0.139
C -7.254 3.534 3.642 0.017
C -2.884 1.587 1.823 -0.101
C 8.329 0.258 -1.908 -0.265
C 0.983 -1.584 -3.547 -0.226
C 2.481 0.499 -1.851 -0.226
C 2.316 3.152 -5.091 -0.198
C 1.985 -5.880 -2.275 -0.102
C 0.782 3.083 1.701 -0.193
C -1.839 -2.767 -1.163 -0.699
C -12.353 4.762 3.156 0.013
C 6.348 -5.009 2.739 -0.063
C 3.249 -5.982 -3.102 -0.227
C 5.817 -1.855 3.581 0.015
C 0.502 2.789 -3.258 -0.232
C -2.710 -3.354 -0.010 -0.340
C -13.760 2.148 4.613 -0.064
C -1.660 2.382 1.240 -0.247
C -0.431 2.208 2.153 -0.213
H 2.431 -8.944 -5.353 0.091
H -12.415 3.557 5.591 0.114
H 7.271 3.071 -3.134 0.108
H 1.465 -8.768 -3.876 0.096
H 1.650 2.958 2.362 0.100
H 8.303 -4.477 2.051 0.124
H 2.344 2.065 -5.232 0.087
H 1.258 -2.485 -2.988 0.016
H -1.922 3.438 1.090 0.110
H 6.007 -5.363 1.766 0.084
H 3.381 3.983 -3.317 0.096
H 3.147 2.549 0.875 0.100
H 1.809 0.429 0.303 0.061
H 7.147 1.371 -3.731 0.098
H 5.869 -0.849 3.991 0.092
H 0.445 4.124 1.847 0.102
H 3.975 -5.251 -2.747 0.124
H 0.451 2.306 -0.361 0.074
H 3.541 0.483 0.031 0.100
H 1.121 4.700 -4.073 0.108
H 6.685 -5.865 3.325 0.082
H 4.104 4.345 -4.871 0.103
H -5.691 1.981 6.878 0.121
H -3.281 -2.576 0.507 0.110
H -3.445 1.158 0.986 0.069
H -1.069 -4.723 0.639 0.039
H -0.448 3.252 -2.959 0.110
H -11.854 5.701 2.927 0.093
H -2.593 -4.918 1.491 0.076
H 1.241 2.862 -2.453 0.064
H -0.076 1.171 2.188 0.091
H 7.859 -3.648 3.524 0.114
H -12.857 4.896 4.111 0.069
H -3.426 -4.041 -0.484 0.097
H 1.548 -4.885 -2.362 -0.014
H 1.238 -6.612 -2.588 0.065
H -14.186 2.838 3.884 0.068
H 5.485 -4.569 3.240 0.067
H 1.083 3.945 -0.259 0.106
H -6.928 4.166 2.819 0.096
H 8.846 -0.010 0.233 0.074
H -6.157 3.482 6.114 0.113
H -2.507 0.758 2.428 0.059
H 8.126 2.304 -1.187 0.105
H -2.506 -2.175 -1.807 0.074
H 6.680 1.260 -0.897 0.100
H 4.977 1.262 -2.370 0.085
H -13.696 1.173 4.129 0.086
H 1.837 -1.371 -4.218 0.093
H 3.134 2.979 -0.831 0.085
H 5.425 2.575 -4.967 0.103
H 0.545 1.129 -4.733 0.064
H -0.465 -1.150 1.734 0.036
H -1.164 -1.610 -3.998 0.097
H 5.063 3.064 -2.182 0.103
H -8.522 2.530 5.852 0.062
H -0.916 1.227 -3.746 0.083
H 3.078 -5.763 -4.157 0.115
H -1.492 1.966 0.237 0.078
H 2.835 1.377 -2.413 0.049
H 9.294 0.574 -2.333 0.104
H -8.012 2.564 7.547 0.080
H -3.522 2.258 2.398 0.048
H 7.809 -0.348 -2.663 0.100
H 1.975 -7.346 -4.812 0.068
H -7.240 4.152 4.537 0.070
H 2.415 3.595 -6.094 0.105
H 6.337 -2.508 4.279 0.069
H -14.445 2.076 5.459 0.083
H -0.738 2.566 3.148 0.111
H -13.092 4.554 2.383 0.098
H -0.280 -2.888 -4.808 0.091
H 2.202 -6.076 -1.225 0.089
H -8.273 3.197 3.448 0.074
H 4.772 -2.158 3.512 0.095
H 0.231 3.688 -5.210 0.108
H -1.558 -3.533 1.857 0.062
H 7.707 -1.209 -0.447 0.047
H 4.214 1.403 -4.480 0.099
H -7.974 1.052 6.621 0.084
H -11.991 1.872 5.785 0.122
H 9.418 -1.314 -0.812 0.066
H 3.206 -0.297 -2.091 0.080
```